1.
139
Properties=species:S:1:pos:R:3:forces:R:3 method="wB97M-V/def2-TZVPD" gap_ev=8.8 multiplicity=1 charge=+1 lumo_energy_ev=-1.48
C -3.09073 2.38005 -4.28688 -0.3 0.5 0.5
C -3.53901 3.07666 -3.42103 0.1 -0.2 0.1
C -4.05477 3.89683 -2.33378 -0.2 0.3 0.1
O -3.91299 3.29960 -1.04547 0.3 0.3 -0.2
C -4.94441 2.41869 -0.66822 -0.3 -0.6 0.0
C -4.98040 1.09184 -1.43075 0.0 0.3 0.1
O -3.73703 0.44736 -1.27558 0.0 0.1 0.2
C -3.65818 -0.84840 -1.85413 0.0 -0.4 0.2
H -4.42228 -0.96914 -2.62698 0.0 0.0 0.0
H -2.66669 -0.92004 -2.31442 -0.3 -0.1 0.0
C -3.80659 -1.94456 -0.78712 -0.2 0.3 -0.4
H -4.10507 -2.88643 -1.26280 0.0 0.0 0.0
H -4.57852 -1.65326 -0.06766 0.0 0.0 -0.1
O -2.62845 -2.12661 -0.03187 0.2 0.1 0.2
C -1.67651 -2.99589 -0.63301 0.3 -0.2 0.0
C -0.44607 -3.06318 0.27809 -0.5 -0.1 -0.4
N 0.01086 -1.72920 0.55316 0.0 -0.1 0.2
C 1.20840 -1.23371 0.23832 0.3 0.3 -0.1
N 1.37991 0.07536 0.54049 0.4 -0.1 0.1
C 2.64588 0.49142 0.50820 -0.3 -0.3 -0.4
N 2.91955 1.77435 0.87243 0.0 0.0 0.0
C 2.00664 2.50412 1.72579 -0.2 0.2 0.1
H 1.08120 1.93391 1.79073 0.0 0.1 0.1
C 2.64474 2.68420 3.12530 -0.2 0.1 -0.1
N 3.50851 1.56018 3.39295 0.2 0.2 -0.2
C 3.22454 0.45154 4.11440 -0.2 0.2 0.2
O 3.95270 -0.51570 4.12435 0.0 -0.3 0.2
C 1.97907 0.52409 5.03517 0.7 -0.6 0.5
N 0.76963 0.57981 4.25702 -0.9 0.8 -0.2
C -0.30871 1.37077 4.44022 -0.3 -0.2 -0.5
C -1.17804 1.00805 3.43254 0.3 0.5 0.6
N -0.58189 0.02940 2.72269 -0.5 0.1 0.0
N 0.57154 -0.22019 3.22854 1.0 -0.5 -0.1
C -2.49073 1.60522 3.04320 0.0 -0.1 0.1
N -2.25371 2.46556 1.87232 -0.3 0.3 0.5
H -3.11605 2.90667 1.57085 0.0 0.1 0.0
H -1.59416 3.20849 2.08298 0.0 0.0 -0.1
C -3.51706 0.52659 2.65966 0.1 0.1 0.3
C -3.56579 -0.60603 3.64935 -0.1 0.0 -0.1
C -3.89117 -0.38582 4.98149 0.0 -0.2 -0.1
C -3.94084 -1.42903 5.88473 0.0 -0.1 0.0
C -3.67479 -2.72710 5.46588 0.0 0.3 -0.2
C -3.35812 -2.95972 4.12835 -0.3 -0.2 0.3
C -3.29913 -1.90386 3.23479 -0.1 0.1 0.2
H -3.04399 -2.09376 2.20299 0.0 0.0 -0.1
H -3.19975 -3.97841 3.80476 0.0 -0.1 -0.1
O -3.70749 -3.78879 6.30679 0.0 -0.1 0.1
H -3.91820 -3.49972 7.20275 0.0 0.0 -0.1
H -4.18602 -1.23873 6.92015 0.0 0.0 0.1
H -4.11313 0.61376 5.32512 0.0 0.1 0.1
H -3.25765 0.12756 1.67928 0.0 0.0 -0.1
H -4.50254 0.99785 2.59521 0.0 0.0 -0.2
H -2.86387 2.18123 3.90311 0.0 -0.1 -0.1
H -0.38716 2.07680 5.23893 0.0 0.2 0.2
C 1.95872 -0.67295 6.00250 -0.1 0.0 -0.1
H 1.26539 -0.45289 6.81708 0.1 0.0 0.0
H 2.96388 -0.78610 6.40618 -0.1 0.0 0.0
C 1.52563 -1.97300 5.33254 0.0 0.1 0.0
C 0.02768 -2.03378 5.14068 0.0 0.1 0.3
O -0.76591 -1.30857 5.69063 -0.1 0.0 0.2
O -0.33489 -3.00253 4.31128 0.0 -0.6 -0.4
H -1.31307 -3.03333 4.22888 0.3 0.3 0.2
H 1.79851 -2.81990 5.96546 0.0 0.0 0.0
H 2.01867 -2.10962 4.37071 0.0 -0.1 0.1
H 2.04517 1.44563 5.62557 -0.1 -0.1 -0.2
C 4.68202 1.54427 2.52552 0.3 -0.2 -0.1
C 4.30486 2.09477 1.13899 0.3 0.1 0.0
H 4.92072 1.63693 0.36767 0.0 0.2 0.1
H 4.41375 3.18039 1.09113 0.0 0.0 0.0
H 5.47965 2.14071 2.97979 0.0 0.0 -0.1
H 5.01141 0.50667 2.45022 0.0 0.2 0.0
H 3.26432 3.58648 3.14442 -0.1 0.0 0.1
H 1.87241 2.79688 3.88258 0.1 0.1 0.0
H 1.79122 3.48522 1.28871 -0.1 0.0 0.1
N 3.66877 -0.24558 0.09126 0.4 0.1 0.0
C 3.34717 -1.44266 -0.39754 -0.4 0.1 0.5
N 2.12986 -1.98589 -0.34812 -0.1 -0.4 -0.1
N 4.34633 -2.20495 -0.89813 0.1 -0.1 0.0
C 4.04652 -3.22270 -1.87640 -0.1 -0.3 -0.1
H 2.96359 -3.35186 -1.88951 0.2 -0.1 -0.1
H 4.51698 -4.16714 -1.58790 -0.1 0.0 -0.1
C 4.59018 -2.74753 -3.25035 -0.2 -0.2 0.1
N 4.73946 -1.30804 -3.21958 0.3 0.0 -0.1
C 3.78296 -0.38726 -3.46032 -0.2 -0.2 -0.3
O 3.92804 0.79016 -3.18874 -0.1 0.3 0.0
C 2.49691 -0.83001 -4.17800 0.6 0.0 -0.4
N 1.37280 -0.38061 -3.40192 -0.3 0.6 0.5
C 1.11892 0.83434 -2.87218 -0.6 0.1 0.3
C -0.09377 0.67535 -2.23403 0.5 0.2 -0.4
N -0.48638 -0.60452 -2.42300 -0.4 0.3 0.2
N 0.39493 -1.22134 -3.11438 0.1 -1.1 -0.5
C -0.92662 1.58997 -1.40183 0.1 0.3 -0.2
N -1.08926 0.97048 -0.06581 -0.2 0.0 0.0
H -1.64770 0.11614 -0.16697 0.1 0.1 0.1
H -1.57889 1.62119 0.64035 0.2 -0.3 -0.4
C -0.31124 2.98041 -1.24747 0.1 -0.3 -0.3
O -1.05037 3.76780 -0.35106 -0.2 0.3 0.1
H -1.97949 3.75840 -0.62967 0.0 0.0 0.1
H 0.69674 2.90369 -0.83294 0.1 0.0 -0.1
H -0.25042 3.45509 -2.23604 0.1 -0.1 0.0
H -1.92445 1.68058 -1.84723 0.2 0.0 0.1
H 1.79245 1.65623 -2.97341 0.2 0.2 0.0
H 2.37837 -1.91292 -4.23398 0.0 0.2 0.0
C 2.49493 -0.23272 -5.59429 -0.1 -0.3 0.0
C 1.23318 -0.58653 -6.39057 0.0 0.3 0.1
H 0.84666 -1.55080 -6.05281 0.0 -0.1 -0.1
C 0.12969 0.46398 -6.27898 -0.2 -0.4 -0.2
H 0.48724 1.41138 -6.68984 0.0 0.1 0.0
C -1.12684 0.03267 -7.03315 0.3 0.0 0.1
N -2.15706 1.05697 -6.90622 -0.2 0.1 -0.2
H -3.00756 0.75507 -7.37149 0.1 0.1 0.0
H -1.85166 1.91064 -7.36625 -0.1 -0.1 0.0
H -0.86553 -0.18386 -8.08089 0.0 0.0 0.1
H -1.51906 -0.88644 -6.58805 0.1 0.0 -0.1
H -0.14218 0.63762 -5.23804 0.0 0.1 0.1
H 1.49889 -0.69164 -7.44384 0.0 -0.1 0.0
H 2.60858 0.85027 -5.52217 0.1 0.0 0.0
H 3.37723 -0.62378 -6.10424 0.1 0.0 0.0
C 5.83476 -0.91366 -2.34718 0.2 0.3 0.1
H 5.76241 0.16416 -2.20291 0.1 -0.2 0.0
H 6.78552 -1.15156 -2.83010 0.0 0.0 0.0
C 5.68154 -1.66944 -1.00449 0.2 0.1 0.0
H 5.85196 -1.00160 -0.16253 0.1 -0.1 -0.1
H 6.37790 -2.50978 -0.94787 0.0 0.0 0.0
H 3.95113 -3.07495 -4.06741 0.1 0.0 0.0
H 5.58710 -3.16048 -3.42633 -0.1 0.0 -0.1
H -0.49792 -1.20383 1.26087 0.0 0.0 -0.1
H -0.12591 0.69568 0.30875 -0.4 0.2 -0.1
H -0.70201 -3.55846 1.21879 0.1 0.0 0.0
H 0.34920 -3.61535 -0.22234 -0.1 0.0 0.1
H -2.11082 -3.99756 -0.75356 0.0 0.1 0.0
H -1.37811 -2.61056 -1.61311 -0.1 -0.1 0.1
H -5.17911 1.26826 -2.49745 0.0 -0.1 0.1
H -5.79819 0.48467 -1.01766 0.0 0.1 0.0
H -5.92336 2.90673 -0.77719 0.1 0.0 0.1
H -4.76478 2.20939 0.38826 -0.1 0.0 0.0
H -5.10972 4.14031 -2.52427 0.1 0.0 0.1
H -3.48394 4.83223 -2.28817 -0.2 -0.1 0.0
H -2.72218 1.80021 -5.09224 0.3 -0.4 -0.6

2.
22
Properties=species:S:1:pos:R:3:forces:R:3 method="wB97M-V/def2-TZVPD" gap_ev=9.2 smiles="C[C@H]1CNC(=O)C=C1N.O" multiplicity=1 charge=0 lumo_energy_ev=0.42 de_lowest_kj_mol=137.89
C -1.05540 1.07419 -1.50513 0.1 0.1 -0.1
C -0.79062 0.19852 -0.28283 -0.4 0.6 0.6
C -1.22651 -1.23900 -0.54990 0.0 0.0 -0.2
N -0.97321 -2.07916 0.60104 -0.2 0.1 -0.1
C 0.22505 -2.03163 1.25919 -0.2 -1.9 1.5
O 0.58261 -2.98428 1.97727 -0.3 1.3 -0.8
C 1.05117 -0.86860 1.02119 -0.2 2.5 -0.1
C 0.62422 0.21746 0.27453 1.2 -3.7 -1.7
N 1.58968 0.95975 -0.45283 0.7 1.4 0.5
H -0.45060 0.76041 -2.36865 -0.1 0.1 0.2
H -2.10813 0.97895 -1.80213 0.2 0.0 0.1
H -0.86356 2.13516 -1.29660 0.0 -0.3 -0.1
H -1.41649 0.58609 0.54087 0.1 -0.1 -0.2
H -2.30156 -1.26272 -0.76969 0.2 0.1 0.0
H -0.69526 -1.61668 -1.44399 -0.1 0.1 0.1
H -1.47579 -2.95449 0.67305 0.3 0.1 0.0
H 2.03021 -0.85171 1.50415 -0.1 -0.3 -0.5
H 2.53727 0.88081 -0.09605 -0.2 -0.4 0.1
H 1.63607 0.78886 -1.45146 -0.5 0.0 0.2
H 1.39379 2.49721 0.55643 -3.0 0.1 3.6
O 0.66459 2.61850 1.41336 2.3 0.2 -3.1
H 1.02248 2.19236 2.19818 0.3 0.0 -0.2

Q: Which of these has the highest charge?
A: C45H68N17O9

Q: Which value of charge does entry 2 give?
A: 0

Q: Among the records above, which one has the lowest charge?
A: C6H12N2O2

Q: Look up the charge of the first one.
A: +1